# C39H28Br2F12LaN7O3

A molecular structure, C39H28Br2F12LaN7O3 (the ωB97M-V functional and the def2-TZVPD basis, the OMol25 dataset).

Atoms and positions in Å:
La1 -0.046 0.268 -0.329
C1 1.002 -1.561 6.893
C2 0.618 -1.564 5.440
C3 0.352 -2.740 4.747
C4 0.006 -2.708 3.422
C5 -0.123 -1.501 2.689
N1 -0.438 -1.511 1.373
C6 -1.139 -2.597 0.916
C7 -2.272 -3.026 1.640
C8 -2.957 -4.168 1.317
C9 -2.566 -4.936 0.226
C10 -3.265 -6.225 -0.099
C11 -1.499 -4.490 -0.540
C12 -0.788 -3.337 -0.236
C13 0.455 -2.948 -1.044
O1 0.748 -1.640 -1.173
C14 1.672 -3.605 -0.326
F1 1.503 -4.888 0.061
F2 2.785 -3.615 -1.088
F3 1.989 -2.917 0.774
C15 0.390 -3.547 -2.483
F4 1.276 -2.967 -3.301
F5 -0.804 -3.382 -3.060
F6 0.672 -4.872 -2.575
C16 0.191 -0.313 3.400
C17 0.564 -0.371 4.734
C18 0.285 1.003 2.628
O2 -0.550 1.186 1.597
C19 1.780 1.030 2.140
F7 2.069 2.114 1.399
F8 2.068 -0.029 1.326
F9 2.691 0.983 3.122
C20 0.080 2.247 3.552
F10 -0.141 3.352 2.824
F11 1.093 2.596 4.382
F12 -0.996 2.118 4.342
H1 0.756 -2.513 7.362
H2 0.476 -0.765 7.421
H3 2.073 -1.386 7.016
H4 0.430 -3.697 5.249
H5 -0.141 -3.636 2.892
H6 -2.570 -2.431 2.493
H7 -3.790 -4.490 1.930
H8 -3.880 -6.540 0.743
H9 -2.542 -7.011 -0.316
H10 -3.909 -6.110 -0.972
H11 -1.216 -5.094 -1.385
H12 0.825 0.531 5.269
C21 1.579 6.356 1.155
C22 0.393 5.513 0.810
C23 -0.912 5.879 1.111
C24 -1.953 5.018 0.800
C25 -1.620 3.818 0.198
Br1 -2.968 2.561 -0.266
N2 -0.400 3.454 -0.112
C26 0.585 4.280 0.192
H13 1.295 7.395 1.300
H14 2.328 6.291 0.368
H15 2.032 5.983 2.075
H16 -1.117 6.829 1.588
H17 -2.981 5.264 1.011
H18 1.584 3.951 -0.049
Br2 -5.294 -1.217 -5.128
C27 -3.880 -0.837 -3.880
C28 -2.624 -0.535 -4.356
C29 -1.613 -0.237 -3.448
C30 -1.809 -0.195 -2.053
C31 -3.106 -0.566 -1.649
C32 -4.135 -0.884 -2.529
H19 -2.435 -0.520 -5.422
H20 -0.631 -0.056 -3.877
H21 -3.339 -0.616 -0.589
H22 -5.118 -1.157 -2.164
N3 2.519 -0.428 -2.879
C33 3.833 -0.283 -3.098
C34 3.970 0.565 -4.177
C35 2.653 0.878 -4.538
N4 1.791 0.264 -3.745
H23 2.044 -0.980 -2.162
H24 4.561 -0.786 -2.491
H25 4.880 0.902 -4.632
H26 2.301 1.515 -5.329
N5 -0.032 2.617 -2.942
C36 1.190 2.711 -2.322
O3 1.462 1.915 -1.388
C37 2.013 3.789 -2.744
C38 3.157 4.214 -2.081
N6 4.081 4.669 -1.557
C39 1.701 4.504 -3.892
N7 1.469 5.085 -4.865
H27 -0.535 1.752 -2.778
H28 -0.130 3.021 -3.860

Summary:
Charge: -2
Frontier orbital gap: 6.00 eV
Energy relative to the best compared isomer or geometry (same formula, charge and spin): 0.890 eV
Energy: -8490.2875 hartree
Largest force on an atom: 0.034 Eh/bohr
2S+1: 1
HOMO level: -2.1 eV

Here are the Löwdin charges for atoms 1 to 5, given in e: La 2.034; C -0.077; C -0.296; C -0.061; C -0.026

=====

# C19H17F3N4O7S

2 unconnected molecules or ions with the total composition C19H17F3N4O7S (the ωB97M-V functional and the def2-TZVPD basis, the OMol25 dataset).

Atoms and positions in Å:
C1 -4.912 -0.318 2.053
C2 -4.552 0.978 2.450
C3 -3.216 1.295 2.665
C4 -2.206 0.324 2.485
C5 -0.813 0.677 2.693
C6 0.224 0.005 2.098
N1 1.531 0.372 2.143
C7 2.428 -0.289 1.184
C8 3.879 -0.114 1.601
O1 4.174 1.252 1.898
C9 3.369 1.778 2.949
C10 1.880 1.710 2.624
C11 -2.581 -0.972 2.067
C12 -3.921 -1.290 1.865
H1 -5.958 -0.561 1.867
H2 -5.314 1.749 2.583
H3 -2.926 2.302 2.978
H4 -0.616 1.603 3.237
H5 0.046 -0.932 1.567
H6 2.162 -1.350 1.155
H7 2.292 0.145 0.177
H8 4.084 -0.773 2.467
H9 4.547 -0.357 0.762
H10 3.547 1.242 3.901
H11 3.681 2.829 3.039
H12 1.647 2.471 1.851
H13 1.311 1.958 3.527
H14 -1.803 -1.724 1.921
H15 -4.189 -2.296 1.541
O2 -2.611 3.444 5.639
S1 -1.413 2.704 5.951
O3 -0.172 2.955 5.248
C13 -1.055 2.899 7.799
F1 -0.777 4.186 8.054
F2 -2.128 2.518 8.529
F3 0.005 2.136 8.145
C14 -1.777 0.963 5.802
C15 -0.755 0.075 5.418
C16 -1.034 -1.286 5.534
N2 -0.202 -2.371 5.280
O4 0.991 -2.485 5.046
O5 -1.031 -3.525 5.450
N3 -2.325 -3.165 5.750
C17 -2.305 -1.801 5.830
C18 -3.383 -0.864 6.034
N4 -4.768 -1.261 6.113
O6 -5.096 -2.464 6.165
O7 -5.615 -0.333 6.120
C19 -3.085 0.509 6.038
H16 0.252 0.394 5.165
H17 -3.884 1.232 6.170

Summary:
Frontier orbital gap: 5.26 eV
Energy: -2177.3943 hartree
Largest force on an atom: 0.059 Eh/bohr
2S+1: 1
HOMO level: -7.7 eV

Here are the Löwdin charges for atoms 1 to 5, given in e: C -0.090; C -0.079; C -0.046; C -0.241; C -0.082

=====

# C25H70F3N3O16Zr

A molecular structure, C25H70F3N3O16Zr (the ωB97M-V functional and the def2-TZVPD basis, the OMol25 dataset).

Atoms and positions in Å:
Zr1 0.578 0.032 0.747
C1 -1.225 0.824 3.667
O1 -0.492 0.351 2.583
H1 -1.750 0.080 4.267
H2 -0.543 1.109 4.468
H3 -1.957 1.607 3.469
C2 0.244 -3.528 0.614
O2 0.230 -2.116 0.701
H4 -0.196 -3.841 -0.334
H5 1.223 -4.007 0.586
H6 -0.459 -3.908 1.355
C3 2.477 0.486 -2.248
O3 1.738 -0.033 -1.182
H7 1.928 0.899 -3.094
H8 3.373 1.098 -2.144
H9 3.085 -0.330 -2.638
C4 1.717 3.294 1.216
O4 2.570 2.498 2.159
O5 0.865 2.310 0.607
C5 0.976 4.462 1.994
F1 1.626 5.595 1.752
F2 -0.367 4.753 1.721
F3 1.003 4.472 3.292
C6 3.712 3.056 2.758
C7 4.302 2.021 3.783
H10 5.039 1.388 3.289
H11 4.783 2.607 4.566
H12 3.537 1.283 4.027
H13 3.614 3.998 3.297
H14 4.421 3.210 1.944
H15 2.385 3.764 0.494
C8 -3.574 4.529 -1.215
C9 -3.183 3.203 -0.576
C10 -4.364 2.261 -0.163
O6 -5.287 3.060 0.662
C11 -5.960 2.385 1.680
N1 -2.214 2.535 -1.410
H16 -4.151 5.119 -0.503
H17 -4.136 4.508 -2.149
H18 -2.614 5.046 -1.218
H19 -2.676 3.477 0.350
H20 -3.839 1.472 0.375
H21 -4.887 1.836 -1.020
H22 -6.753 2.978 2.138
H23 -5.284 2.059 2.470
H24 -6.297 1.421 1.298
H25 -2.633 2.109 -2.224
H26 -1.764 3.347 -1.808
C12 -3.966 -2.576 -1.029
C13 -3.207 -2.106 -2.255
C14 -4.032 -1.008 -2.968
O7 -3.643 -0.784 -4.324
C15 -4.678 -0.056 -4.977
N2 -1.904 -1.566 -1.874
H27 -3.553 -3.530 -0.702
H28 -5.016 -2.840 -1.159
H29 -3.852 -1.822 -0.250
H30 -3.004 -3.008 -2.832
H31 -4.150 -0.001 -2.566
H32 -5.097 -1.188 -2.816
H33 -5.509 -0.728 -5.193
H34 -4.368 0.258 -5.973
H35 -5.006 0.828 -4.429
H36 -1.312 -1.200 -2.607
H37 -1.460 -2.445 -1.652
C16 0.919 -1.622 6.623
C17 1.550 -1.895 5.228
C18 0.537 -2.579 4.347
O8 0.557 -3.848 4.943
C19 -0.427 -4.735 4.355
N3 1.810 -0.563 4.694
H38 1.720 -1.307 7.291
H39 0.419 -2.507 7.017
H40 0.103 -0.899 6.640
H41 2.530 -2.363 5.332
H42 0.892 -2.767 3.334
H43 -0.466 -2.162 4.440
H44 -0.351 -5.664 4.920
H45 -0.130 -4.965 3.331
H46 -1.455 -4.379 4.422
H47 2.223 -0.013 5.433
H48 0.911 -0.117 4.579
C20 0.133 2.251 -4.681
C21 -0.684 0.963 -4.535
O9 -1.936 1.262 -4.129
O10 -0.445 3.056 -5.777
H49 1.098 1.920 -5.063
H50 0.305 2.774 -3.740
H51 -0.322 0.195 -3.851
H52 -0.808 0.586 -5.550
H53 -2.597 0.589 -4.305
H54 -1.332 3.309 -5.511
C22 0.864 -3.352 -3.753
C23 2.351 -3.071 -3.624
O11 2.809 -2.298 -4.793
O12 0.256 -2.075 -3.930
H55 0.409 -3.967 -2.977
H56 0.532 -3.805 -4.687
H57 2.879 -4.025 -3.627
H58 2.561 -2.598 -2.665
H59 3.735 -2.049 -4.744
H60 0.779 -1.597 -4.578
C24 5.670 -1.012 0.710
C25 6.425 -0.700 -0.617
O13 6.746 -1.887 -1.288
O14 4.307 -1.392 0.432
H61 5.825 -0.146 1.354
H62 6.027 -1.850 1.310
H63 7.332 -0.192 -0.288
H64 5.833 0.018 -1.184
H65 7.179 -1.520 -2.063
H66 4.286 -2.036 -0.279
O15 2.405 -0.379 1.906
H67 3.266 -0.664 1.601
H68 2.516 -0.243 2.847
O16 -1.310 0.386 -0.295
H69 -1.627 1.211 -0.664
H70 -1.869 -0.284 -0.690

Summary:
Frontier orbital gap: 8.43 eV
Energy: -2709.1617 hartree
Largest force on an atom: 0.084 Eh/bohr
2S+1: 1
HOMO level: -8.1 eV

Here are the Löwdin charges for atoms 1 to 5, given in e: Zr 2.000; C -0.240; O -0.460; H 0.058; H 0.055

=====

# C34H67N6O6

8 unconnected molecules or ions with the total composition C34H67N6O6 (the ωB97M-V functional and the def2-TZVPD basis, the OMol25 dataset).

Atoms and positions in Å:
C1 -3.871 -39.279 2.973
O1 -4.075 -38.950 1.632
C2 -3.735 -39.966 0.719
C3 -3.786 -39.391 -0.723
N1 -3.213 -38.019 -0.878
H1 -2.464 -37.809 -0.206
H2 -2.808 -38.019 -1.812
C4 -4.205 -36.900 -0.728
C5 -3.510 -35.586 -0.914
O2 -2.382 -35.441 -0.104
C6 -1.842 -34.123 -0.162
H3 -4.335 -38.498 3.574
H4 -2.809 -39.379 3.225
H5 -4.299 -40.232 3.309
H6 -4.513 -40.730 0.799
H7 -2.758 -40.440 0.846
H8 -4.797 -39.465 -1.116
H9 -3.126 -40.028 -1.316
H10 -4.644 -36.993 0.264
H11 -4.975 -37.050 -1.482
H12 -4.298 -34.872 -0.632
H13 -3.321 -35.393 -1.977
H14 -1.654 -33.744 -1.168
H15 -0.865 -34.166 0.315
H16 -2.491 -33.453 0.406
C7 -0.743 -43.925 -3.949
C8 -1.069 -43.208 -5.247
O3 -1.564 -43.907 -6.177
O4 -0.962 -41.957 -5.265
H17 -1.513 -44.589 -3.555
H18 -0.658 -43.200 -3.136
H19 0.233 -44.382 -4.133
C9 0.477 -40.410 1.026
C10 -0.072 -40.180 -0.382
O5 -0.373 -38.986 -0.697
O6 -0.397 -41.151 -1.086
H20 0.782 -41.429 1.258
H21 -0.311 -40.105 1.718
H22 1.300 -39.704 1.155
C11 2.068 -42.471 -2.277
C12 2.715 -41.120 -2.005
N2 2.819 -40.204 -3.127
C13 3.191 -38.881 -2.567
C14 3.212 -37.852 -3.693
C15 3.653 -40.715 -4.218
C16 5.125 -40.979 -3.850
H23 1.812 -42.988 -1.349
H24 2.697 -43.214 -2.782
H25 1.157 -42.428 -2.879
H26 2.149 -40.645 -1.201
H27 3.689 -41.374 -1.552
H28 2.412 -38.519 -1.897
H29 4.165 -38.998 -2.079
H30 3.980 -38.077 -4.440
H31 2.320 -37.680 -4.294
H32 3.547 -36.875 -3.332
H33 3.471 -39.969 -4.991
H34 3.214 -41.635 -4.604
H35 5.158 -41.910 -3.281
H36 5.513 -40.215 -3.172
H37 5.816 -41.042 -4.690
C17 -2.858 -43.131 2.755
C18 -1.485 -42.615 3.067
N3 -0.903 -43.053 4.342
C19 -1.213 -44.403 4.805
C20 -0.438 -45.469 4.048
C21 0.524 -42.655 4.402
C22 0.990 -42.733 5.845
H38 -3.203 -42.628 1.853
H39 -3.478 -43.021 3.650
H40 -2.839 -44.209 2.580
H41 -0.828 -42.964 2.256
H42 -1.415 -41.527 3.011
H43 -0.984 -44.517 5.869
H44 -2.287 -44.590 4.786
H45 0.575 -45.585 4.437
H46 -0.928 -46.440 4.165
H47 -0.411 -45.239 2.982
H48 0.569 -41.652 3.975
H49 1.142 -43.260 3.726
H50 0.255 -42.421 6.586
H51 1.924 -42.191 5.994
H52 1.149 -43.791 6.073
N4 -0.609 -36.295 -2.944
C23 0.211 -36.235 -1.835
C24 1.246 -35.422 -2.170
C25 1.088 -34.935 -3.481
C26 -0.045 -35.577 -3.964
H53 -1.443 -36.843 -2.999
H54 -0.042 -36.653 -0.876
H55 2.094 -35.111 -1.576
H56 1.709 -34.196 -3.957
H57 -0.445 -35.555 -4.965
N5 5.343 -43.457 -0.267
C27 5.022 -42.377 0.527
C28 3.886 -42.623 1.257
C29 3.491 -43.925 0.881
C30 4.408 -44.444 0.008
H58 6.124 -43.524 -0.889
H59 5.711 -41.556 0.658
H60 3.345 -41.981 1.931
H61 2.617 -44.381 1.321
H62 4.432 -45.403 -0.482
N6 0.064 -44.169 -0.732
C31 -0.978 -44.782 -0.043
C32 -0.658 -46.124 0.086
C33 0.610 -46.309 -0.503
C34 1.035 -45.097 -0.974
H63 0.095 -43.161 -0.815
H64 -1.720 -44.076 0.294
H65 -1.189 -46.849 0.682
H66 1.148 -47.243 -0.531
H67 1.957 -44.790 -1.438

Summary:
Charge: -1
Frontier orbital gap: 4.72 eV
Energy: -2115.5546 hartree
Largest force on an atom: 0.047 Eh/bohr
2S+1: 1
HOMO level: -3.2 eV

Here are the Löwdin charges for atoms 1 to 5, given in e: C -0.104; O -0.190; C -0.180; C -0.064; N 0.075